No. 1
Entry from the OMol25 dataset: a structure of composition C2H2N2O2S at a distorted geometry (wB97M-V/def2-TZVPD).

Structure (XYZ):
```
9
Properties=species:S:1:pos:R:3:mulliken_charge:R:1
N 0.5237 1.0788 -0.0093 -0.35
N -0.8314 0.9407 0.0154 -0.46
H 2.7654 0.8978 -0.3371 0.21
C -1.0687 -0.2702 -0.1113 0.66
O -2.2006 -0.9250 0.0693 -0.52
H -2.7751 -0.0362 0.4599 0.43
C 0.9574 -0.1729 -0.0011 0.59
S 2.6298 -0.5275 0.0667 -0.31
O -0.0006 -0.9855 -0.1525 -0.26
```

Properties
Multiplicity   1
E_tot   -20014.250 eV
Lowest unoccupied orbital energy   0.3471 eV
Energy above the lowest of the compared OMol25 structures with the same formula, charge and spin   48.4 kcal/mol
Largest force on an atom   5.61 eV Å⁻¹


No. 2
Entry from the OMol25 dataset: a structure of composition C16H14ClIrN3O2S5Sb (wB97M-V/def2-TZVPD).

Structure (XYZ):
```
43
Properties=species:S:1:pos:R:3:mulliken_charge:R:1
C -0.7161 -2.0803 -3.6347 1.01
C -1.8803 -0.0559 1.0055 -0.10
H 2.5193 -1.0423 -3.6488 0.52
H 4.3548 -3.1619 1.4685 0.40
O 3.3355 0.7722 -2.1810 -0.68
C -3.8800 1.2104 0.7362 0.43
S 3.5597 -1.6148 -0.2866 -0.04
C 3.7593 -2.2806 1.3040 -0.31
H 1.0322 -2.7275 -4.7008 0.28
C -2.3201 1.8151 2.4466 0.04
C 1.4684 -1.0842 -3.3960 -0.37
H -1.1166 -3.8259 -4.6061 0.22
Sb 1.2549 4.3732 3.7188 0.37
H -2.0013 2.4781 3.2458 0.17
H 3.0992 -1.6962 3.2881 0.43
N -1.5663 -3.0014 -4.2433 -0.59
Cl -5.3899 1.4966 -0.0981 -0.27
C 3.1149 -1.5267 2.2224 -0.85
H -4.1622 2.8543 2.0818 0.43
C -3.5174 2.0365 1.7901 -0.78
N 2.4415 -0.4591 1.6990 -0.46
H -0.7842 0.5021 -1.4301 0.71
C -0.3895 -0.2201 -2.1364 -0.56
H 0.0135 -0.5682 2.7423 0.39
N 1.8867 0.6650 -0.1366 -0.47
C -0.1921 0.5048 2.7577 -1.39
H -2.4033 -3.2182 -3.7272 0.23
S 2.3670 2.0971 3.6851 -0.43
H -1.2404 -0.8829 0.7119 0.35
S -0.4652 3.9161 5.1348 -0.70
C -1.4857 0.7629 2.0611 0.24
S 0.5589 3.5476 1.4929 -0.51
O 1.3884 2.3117 -1.8949 -0.69
Ir 1.3715 1.4664 1.8308 1.43
H -0.2190 0.8491 3.7912 0.58
H -3.3828 -0.4711 -0.4902 0.40
S 1.9944 1.0316 -1.7162 1.12
C -3.0755 0.1620 0.3321 -0.77
C 0.9591 -0.1867 -2.4726 -0.32
C -1.2205 -1.1601 -2.7098 -0.76
C 0.6342 -2.0264 -3.9763 -0.67
H -2.2730 -1.1824 -2.4504 0.22
C 2.5682 -0.3800 0.3894 0.73
```

Properties
Multiplicity   2
E_tot   -101463.600 eV
Lowest unoccupied orbital energy (alpha / beta)   2.1335 / 1.3513 eV
Energy above the lowest of the compared OMol25 structures with the same formula, charge and spin   0.0 kcal/mol
Total charge   -1
Largest force on an atom   0.50 eV Å⁻¹


No. 3
Entry from the OMol25 dataset: a structure of composition C39H43N4O2Pd (wB97M-V/def2-TZVPD).

Structure (XYZ):
```
89
Properties=species:S:1:pos:R:3:mulliken_charge:R:1
C -0.4000 1.2229 1.7043 -0.05
C -2.8147 -2.3458 -1.4164 -1.64
H -4.7985 -0.2477 -0.4040 0.26
C -3.4417 4.5349 1.2317 -0.98
H 6.1755 -2.8090 -1.2631 0.32
O 3.8435 1.7021 -2.3237 -0.67
H -4.5347 -2.2857 0.8406 0.49
C -5.5068 3.6578 4.1602 -0.32
H -2.3393 -2.3641 4.4821 0.40
C 4.5738 -2.3130 -3.5070 -0.35
H 5.6105 -2.6226 -3.5174 0.37
Pd 0.6734 -0.0952 -0.6062 0.72
H 0.5200 -0.1990 5.5664 0.44
H 6.0251 0.6631 -2.7544 0.35
C -1.4175 -1.2719 2.8939 0.08
H -1.8414 -0.4757 -0.9885 -1.42
C -2.9951 3.2293 0.8243 1.29
C 2.3228 3.8269 1.1146 -0.62
H 4.7690 -2.6032 -0.2191 0.35
C -3.9667 -0.1228 -1.0984 -1.44
N 2.3426 0.0372 -1.7096 -0.11
C 4.1590 -1.3741 -2.5662 0.62
C -4.6521 3.5021 3.0177 0.76
H 3.7682 3.7120 -0.5034 0.59
C -4.2510 4.6660 2.3133 -0.78
C -2.6642 -1.2404 0.8035 1.10
H -3.1307 1.0887 1.2384 0.00
H -3.7151 0.9395 -1.1290 0.24
H 0.7314 3.6526 2.5876 0.60
C -0.4938 -2.2414 -4.0675 -2.28
H -4.5832 1.3586 3.2090 0.62
H 0.7141 0.9256 -3.3787 0.21
C -1.5683 -0.8181 1.5697 -0.07
C 3.6904 -2.8719 -4.4071 -1.76
H 0.5308 -0.4252 3.1336 0.09
H -4.3279 -0.3922 -2.0910 0.51
C 1.2297 3.2199 1.7328 -0.73
C -2.7644 -0.9938 -0.6989 2.58
H -0.9194 0.5854 4.8969 0.29
H 0.1559 -1.3720 -2.2501 -0.29
H -1.7232 2.0945 -0.4419 -0.10
H -0.3611 -3.2620 -3.7104 0.42
C -2.1240 3.0755 -0.2060 -0.72
N -0.6051 0.0796 1.0191 0.60
C -4.2570 2.2205 2.6449 -0.76
C -3.5821 -2.3451 2.7477 -2.04
C 0.7838 2.0151 1.2223 0.19
H -3.1139 5.4035 0.6766 0.47
H 4.0358 -3.5997 -5.1282 0.37
C 0.4072 -1.2477 -3.3423 2.26
H -4.5944 5.6331 2.6494 0.54
C 2.9340 3.2531 0.0075 -0.52
H 1.4883 -2.2533 4.4626 0.45
H -1.7621 3.9252 -0.7711 0.47
H -4.3742 -2.9160 3.2129 0.40
H -2.8669 -2.2136 -2.4948 0.34
C 2.9635 1.2397 -1.6247 -0.15
H 6.9035 -0.8720 -2.8141 0.35
C 1.8900 -1.5864 -3.4498 0.48
O -1.0804 1.6933 2.6238 -0.71
H -1.5370 -1.9587 -3.9534 0.30
N 1.4255 1.4820 0.1865 -0.27
C 2.3439 -2.5302 -4.3548 -0.88
H -1.0417 -0.9980 5.6809 0.36
C 5.1565 -0.9017 -1.5269 0.73
C 5.6171 -2.0847 -0.6686 -1.52
H -0.2801 -2.2178 -5.1364 0.60
H -0.9667 0.4073 -3.6414 0.36
C 0.5593 -2.4002 3.9099 -1.50
H 0.2407 0.2045 -4.9113 0.39
C -2.4413 -2.0203 3.4611 -0.16
H 6.2714 -1.7366 0.1314 0.44
H 4.6628 -0.1977 -0.8580 0.24
C 2.8169 -0.9686 -2.5923 0.36
N -6.1893 3.7842 5.0747 -0.35
C -3.6720 -1.9786 1.4183 -0.30
H -1.9427 -2.9574 -1.1777 0.35
H -3.7016 -2.9039 -1.1169 0.45
C 6.3502 -0.1914 -2.1645 -1.59
H -0.0642 -3.0895 4.4806 0.31
C -0.1503 -1.0572 3.7011 0.84
H 7.0379 0.1571 -1.3931 0.44
H 2.6988 4.7652 1.5010 0.46
C 0.0817 0.1649 -3.8324 -1.17
C -3.4265 2.0759 1.5599 0.67
H 0.7984 -2.8760 2.9575 0.36
C 2.4438 2.0428 -0.4526 0.15
C -0.4192 -0.3721 5.0399 -1.54
H 1.6568 -3.0209 -5.0267 0.39
```

Properties
Multiplicity   1
E_tot   -54668.958 eV
Lowest unoccupied orbital energy   -6.3698 eV
Energy above the lowest of the compared OMol25 structures with the same formula, charge and spin   7.6 kcal/mol
Total charge   +1
Largest force on an atom   0.98 eV Å⁻¹


No. 4
Entry from the OMol25 dataset: a structure of composition C20H41Br2F6N4O9Rb2S2 at a distorted geometry (wB97M-V/def2-TZVPD).

Structure (XYZ):
```
86
Properties=species:S:1:pos:R:3:mulliken_charge:R:1
O 13.8837 8.7717 -7.8112 -0.20
S 6.0546 11.0824 -8.0558 1.11
H 20.8515 14.1817 -7.0363 0.37
Rb 11.8030 12.5088 2.2814 0.99
C 15.0193 7.3451 -5.3646 -0.40
H 11.9995 8.5884 -6.9479 0.40
N 8.3027 18.0018 -3.5089 0.10
C 7.0370 12.7053 -7.7844 0.58
H 9.9380 19.0021 -3.8497 0.35
H 8.2347 18.7277 -5.3731 0.35
H 19.4467 13.1279 -6.9491 0.37
H 17.1424 7.6837 -5.9067 0.40
C 2.6774 10.2195 -7.0906 0.70
O 14.5086 13.3673 -1.6305 -0.79
H 6.9954 19.5333 -4.4264 0.28
C 13.4002 9.2945 -5.4932 -0.85
F 6.2894 13.7352 -7.5202 -0.22
H 14.3008 9.8845 -5.3229 0.50
H 12.7310 6.0254 -2.9476 0.29
C 19.2509 14.7940 -8.3556 -0.50
C 16.2299 19.0057 -1.6709 -0.97
H 14.7522 7.1531 -6.4038 0.41
F 7.9781 12.4926 -6.8620 -0.22
Rb 18.1834 12.5927 1.3602 0.98
H 13.4398 10.0811 -9.3269 0.32
H 15.0961 6.3605 -4.9033 0.48
H 16.6572 8.4029 -4.3978 0.34
C 16.3071 8.1708 -5.4036 -1.24
H 12.5919 9.7640 -4.9326 0.43
Br 21.0813 12.5215 -8.8373 -0.13
H 14.2883 14.9228 -4.4073 0.27
C 13.9181 8.2863 -3.3186 -1.19
H 16.5976 20.6888 -3.6702 0.32
H 12.7901 8.4804 -9.4132 0.33
Br 20.4602 15.8135 -9.4945 -0.12
F 7.5957 13.0898 -8.9286 -0.23
C 12.8937 9.2092 -6.8910 -0.76
H 15.6670 18.4262 -0.9392 0.28
H 16.0722 18.4379 -2.5879 0.37
C 16.5866 21.1997 -2.7074 -0.88
C 20.0622 13.7181 -7.6280 -0.69
H 14.6316 9.1003 -3.1904 0.45
H 18.8092 15.4423 -7.5988 0.35
O 14.2271 21.9226 -1.3013 -0.65
H 17.2841 18.9746 -1.3955 0.30
H 10.0225 18.2735 -2.2642 0.28
O 5.0938 11.3448 -9.1325 -0.63
H 9.1299 16.5104 -2.3821 0.20
H 11.6148 5.1017 -3.9161 0.41
H 13.5015 15.5831 -2.9771 0.22
N 5.4374 10.8733 -6.6557 -0.51
C 13.8734 14.6654 -3.4328 -0.75
C 9.3593 18.8039 -2.9476 -0.92
H 16.1122 9.1246 -5.8940 0.32
H 13.0914 13.9515 -3.6917 0.22
O 15.9589 13.5704 -3.3039 -0.73
N 13.6834 7.9296 -4.8064 0.29
H 14.2778 7.4033 -2.7904 0.44
H 14.5999 8.7777 -9.7447 0.22
C 14.8590 13.7910 -2.7384 0.60
F 2.2257 10.4024 -5.8263 -0.23
C 13.7011 9.0327 -9.1832 -0.78
C 7.4934 18.5774 -4.5883 -0.86
O 4.5332 8.5718 -5.9182 -0.66
H 13.0241 8.6428 -2.8069 0.38
C 12.5052 5.7280 -3.9716 -1.25
H 11.5390 7.5290 -4.8677 0.43
H 12.5749 10.1974 -7.2227 0.52
H 17.6285 21.3011 -2.4037 0.32
H 12.4839 6.4811 -5.9937 0.32
F 2.7387 11.3772 -7.7756 -0.21
O 4.5765 8.8646 -8.3952 -0.53
H 18.4642 14.3180 -8.9411 0.35
S 4.4019 9.4839 -7.0776 0.96
H 6.7285 17.8831 -4.9362 0.31
H 9.0065 19.7527 -2.5433 0.27
N 15.7483 20.3269 -1.8546 0.13
H 16.2659 22.2389 -2.7804 0.29
C 12.4426 6.9347 -5.0034 -0.38
O 7.0743 10.0562 -8.4374 -0.68
C 14.7792 20.7789 -1.1322 0.24
F 1.8398 9.4526 -7.7453 -0.22
O 7.5250 15.8634 -3.5779 -0.66
H 14.4273 19.9944 -0.4444 0.24
H 13.2696 5.0005 -4.2450 0.37
C 8.3255 16.7489 -3.0951 0.29
```

Properties
Multiplicity   1
E_tot   -225149.549 eV
Lowest unoccupied orbital energy   -5.1182 eV
Total charge   +1
Largest force on an atom   6.36 eV Å⁻¹


No. 5
Entry from the OMol25 dataset: the molecule C9H19NSi at a distorted geometry (wB97M-V/def2-TZVPD).

Structure (XYZ):
```
30
Properties=species:S:1:pos:R:3:mulliken_charge:R:1
H -3.0511 1.4026 1.6364 0.40
H -3.2978 1.1204 -1.1435 0.28
H -1.8885 1.0394 -2.1987 0.39
H 3.7312 0.8253 -0.8559 0.33
H 1.1450 -3.0037 1.3794 0.35
H 1.1744 -0.6316 1.9275 0.49
H 0.1538 2.0746 -1.8980 0.34
H -2.2200 -2.5360 0.3533 0.38
Si -1.5708 0.0208 0.1621 0.23
C 3.6070 0.3577 0.1173 -1.35
H 2.2718 -2.5078 0.2423 0.39
H -2.7295 -0.1554 2.4807 0.31
H 1.9005 1.8030 -2.2174 0.35
C -2.3459 0.6865 1.8437 -1.15
C 1.2719 -2.3091 0.5780 -1.46
H -3.6324 -1.6380 -0.0307 0.27
N 0.1345 0.0798 0.2188 0.25
C -2.2101 1.3194 -1.1908 -1.22
H 4.1788 -0.5857 0.0298 0.32
C -2.4899 -1.6708 -0.2414 -1.23
C 1.0782 1.8622 -1.4711 -1.53
C 1.1816 0.6885 -0.5565 0.30
H 1.4137 2.6836 -0.8516 0.30
H -2.3431 -2.0394 -1.1977 0.45
H 0.6609 -2.5858 -0.2870 0.32
H -2.0521 2.4424 -1.1863 0.34
H -1.5292 1.1743 2.5118 0.28
C 1.2090 -0.7939 0.8746 0.42
H 4.0498 0.8959 0.9535 0.25
C 2.1982 -0.0194 0.0173 0.19
```

Properties
SMILES   CC1=C(C)N([Si](C)(C)C)[C@H]1C
Multiplicity   1
E_tot   -19007.586 eV
Lowest unoccupied orbital energy   0.9052 eV
Energy above the lowest of the compared OMol25 structures with the same formula, charge and spin   0.0 kcal/mol
Largest force on an atom   4.59 eV Å⁻¹


No. 6
Entry from the OMol25 dataset: the molecule C2H3N3O2 at a distorted geometry (wB97M-V/def2-TZVPD).

Structure (XYZ):
```
10
Properties=species:S:1:pos:R:3:mulliken_charge:R:1
H -1.2848 -0.6302 -1.2528 0.29
O -0.6129 1.4233 -0.9458 -0.27
O 0.6682 -2.1726 -0.0798 -0.43
C 0.0103 -0.2124 0.2836 0.44
C -0.1331 1.9097 0.2612 0.18
N -0.5263 -0.0127 -0.9441 -0.05
H 1.0046 -3.0306 0.4123 0.36
H 0.0491 3.0084 0.2852 0.33
N 0.3330 0.9623 1.0315 -0.40
N 0.4919 -1.2452 0.9486 -0.45
```

Properties
SMILES   O/N=c1/nco[nH]1
Multiplicity   1
E_tot   -10683.005 eV
Lowest unoccupied orbital energy   0.6258 eV
Energy above the lowest of the compared OMol25 structures with the same formula, charge and spin   125.7 kcal/mol
Largest force on an atom   6.21 eV Å⁻¹


No. 7
Entry from the OMol25 dataset: a cluster of 2 separate species, C6H14NO in total at a distorted geometry (wB97M-V/def2-TZVPD).

Structure (XYZ):
```
22
Properties=species:S:1:pos:R:3:mulliken_charge:R:1
H 1.0877 -1.9951 -1.4387 0.44
C 1.5103 0.9869 -0.3021 -0.43
O -1.5053 -0.1068 -0.6552 -0.34
H 2.8345 -0.6250 1.6522 0.41
H -4.9505 1.2715 0.6307 0.23
H 0.9367 2.1792 1.4509 0.33
C 1.1790 -0.4474 0.1911 0.67
H 3.1723 -1.3953 0.0408 0.37
H -3.7121 0.2810 0.2280 0.23
C 2.3966 -1.1383 0.8160 -1.52
C 1.8012 2.0617 0.7591 -1.17
C -0.7857 -0.9824 -1.2080 -0.19
H 0.4073 -0.2823 0.9806 0.37
H 2.6952 1.8051 1.3581 0.32
H 2.0982 -2.1765 1.1417 0.39
H -1.2041 -1.6239 -2.0679 0.37
H 2.3391 0.9188 -1.0098 0.36
H -5.0917 -0.3367 0.8644 0.23
N -4.4366 0.4384 0.8391 -0.65
H 1.9942 3.0617 0.3227 0.36
H 0.6087 1.2866 -0.9279 0.32
C 0.5459 -1.2445 -0.8990 -0.09
```

Properties
Multiplicity   1
E_tot   -9975.610 eV
Lowest unoccupied orbital energy   -8.9760 eV
Energy above the lowest of the compared OMol25 structures with the same formula, charge and spin   106.9 kcal/mol
Total charge   +1
Largest force on an atom   6.57 eV Å⁻¹


No. 8
Entry from the OMol25 dataset: the molecule C4H10O2 at a distorted geometry (wB97M-V/def2-TZVPD).

Structure (XYZ):
```
16
Properties=species:S:1:pos:R:3:mulliken_charge:R:1
H 2.3327 1.6028 -0.3689 0.29
H 0.9038 0.9908 1.9340 0.24
H -2.6115 -0.6272 -0.7211 0.30
O -1.3886 0.9263 -1.2227 -0.52
H 1.2087 -1.1176 1.1986 0.37
C 0.9602 0.9130 0.8512 -0.48
C -1.5708 -0.4607 -0.9898 -0.31
O 2.3372 1.2143 0.5070 -0.51
H 0.3568 1.6597 0.3561 0.33
C 0.6898 -0.5543 0.4286 -0.70
C -0.7447 -1.0281 0.1730 -0.51
H -0.4970 1.2229 -1.0090 0.30
H -1.3051 -0.8679 1.1057 0.26
H 1.3027 -0.7990 -0.4461 0.31
H -1.2855 -0.9632 -1.9172 0.26
H -0.6887 -2.1119 0.1205 0.36
```

Properties
SMILES   OCCCCO
Multiplicity   1
E_tot   -8404.108 eV
Lowest unoccupied orbital energy   0.7684 eV
Energy above the lowest of the compared OMol25 structures with the same formula, charge and spin   33.2 kcal/mol
Largest force on an atom   1.67 eV Å⁻¹